1.
Formula: C43H87Br2FN6O8P
Source: the OMol25 dataset
Level of theory: ωB97M-V with the def2-TZVPD basis set

Geometry as XYZ:
```
148
Properties=species:S:1:pos:R:3:forces:R:3:mulliken_charge:R:1
C -2.7794 -5.9282 2.3810 -0.017 -0.185 -0.439 0.089
H 2.4532 8.9644 7.2737 -0.113 -0.021 -0.106 0.299
H 2.6366 -3.6810 -0.6933 -0.870 1.957 -1.250 0.217
H -4.0945 -8.0041 -0.1428 0.065 -0.018 -0.100 0.196
H -4.7645 3.2735 -2.4373 -0.757 -1.642 -1.728 0.198
H -0.9579 -1.5367 -4.0675 1.380 1.460 0.611 -0.241
H -1.5933 -7.3198 5.1590 -0.061 -0.020 -0.119 0.411
H 0.7624 8.8413 7.8091 0.070 0.003 0.086 0.299
C -1.0281 1.4298 -3.5478 0.721 -0.416 0.327 -2.019
H 0.3127 0.2320 0.1527 0.509 0.976 1.181 -0.027
H 1.4032 1.4095 0.8088 -1.107 -1.070 -0.106 0.259
H -3.2120 -4.9509 2.1500 -0.083 -0.082 0.043 0.329
H 1.3369 2.5504 -5.6037 0.556 -1.955 -1.022 0.232
N -2.2080 -1.7763 -6.8270 0.704 1.880 0.117 -0.738
N -0.7788 2.2205 -2.4432 -2.284 -1.193 -3.095 0.860
H -2.7971 1.8324 1.0250 2.459 0.247 -0.948 0.435
H 1.5358 4.8706 3.5280 -0.102 -0.026 -0.109 0.328
H 1.4545 -7.0065 1.9333 0.061 0.043 -0.133 0.282
C -3.3936 -7.5442 3.9408 -0.461 -0.072 0.101 -0.502
H -1.9917 4.1396 -2.3619 0.633 -2.088 0.752 0.409
H -3.9773 -7.1673 4.7873 0.034 -0.087 0.064 0.273
C 0.3443 11.4495 6.7989 -0.599 0.283 0.085 -0.548
H -0.7827 -5.6176 3.2119 -0.106 -0.011 -0.010 0.012
H 2.0778 -1.7978 -0.7190 0.438 -1.967 -1.062 0.093
N -5.7454 0.1924 -2.4538 5.164 2.900 -2.992 -0.716
C -3.1051 -5.6027 -1.0488 0.107 0.266 0.283 0.095
H 0.4080 12.5311 6.6557 -0.021 -0.142 -0.011 0.340
H -2.4890 0.0110 -8.6726 0.810 0.010 0.535 0.174
C -4.0304 -6.5790 -1.7418 -0.262 0.230 -0.575 -0.724
C 0.1502 0.5734 -5.6167 1.553 -0.902 -0.938 -0.622
H 4.0366 1.4354 3.5418 -0.012 -0.111 -0.007 0.360
C -0.5238 1.5318 1.6441 -1.185 0.017 -0.202 -0.316
H -2.8332 2.4971 -1.7735 2.240 1.644 -0.273 -0.243
H 6.0460 0.2528 4.2178 -0.083 -0.065 0.086 0.273
C 4.1022 -0.4218 2.3922 0.062 -0.137 -0.449 -0.046
H -2.8748 -4.7314 -1.6687 0.111 -0.054 0.072 0.050
H 3.0123 0.1269 4.1624 0.064 0.067 -0.087 0.266
H -2.3711 4.0508 0.2654 2.205 -1.090 -1.140 0.324
C 1.5188 1.4616 -5.9914 -0.105 -0.601 0.573 -0.759
H -0.3872 1.5408 -8.2277 -0.533 1.412 1.450 0.462
C 5.0928 -1.6701 4.0899 -0.055 -0.453 0.019 -0.442
H 4.6113 -4.7996 3.4986 -0.061 0.007 -0.117 0.383
C -0.5730 7.3556 3.0531 -0.577 0.257 0.102 -0.657
C -4.7865 0.9798 -3.0739 -3.223 -1.026 1.045 0.423
H -3.4648 -0.5774 -4.2767 0.213 2.025 0.955 0.462
H -3.8840 -8.7627 -1.7327 0.070 0.102 0.074 0.383
C -1.4885 3.3798 -0.1621 -1.006 -1.363 -0.643 -0.387
O 0.4419 2.2260 -1.8429 0.669 1.391 -1.258 -0.211
O 3.0646 -6.1710 0.9231 -0.072 0.177 0.259 -0.465
H 1.5000 7.2546 3.5859 -0.113 -0.042 0.137 0.201
H -1.4020 6.4580 1.2471 0.078 -0.093 -0.009 0.238
C 1.4641 9.4255 7.2038 -0.056 -0.442 0.069 -0.495
C 0.5468 5.3317 3.4580 -0.030 -0.378 0.207 -0.534
H -0.3978 -0.9178 -8.2939 -0.697 1.096 0.283 0.136
H -2.8054 -0.0234 -2.6109 -1.070 0.798 -2.108 0.393
C 1.2531 -1.7740 -3.5646 0.828 0.595 -0.497 -0.118
F -2.3476 3.1208 -5.8360 -0.023 -3.471 0.713 -0.398
H -0.5093 8.4372 2.9099 -0.002 -0.149 0.004 0.321
H 4.7371 -4.9507 0.7708 -0.080 -0.102 -0.009 0.253
H 3.3903 -2.4479 -1.9135 -2.174 -0.635 1.176 0.336
C -2.1283 -7.7146 -0.9630 0.413 -0.175 -0.153 -0.466
H 1.4623 -2.1505 -4.6661 -0.525 0.696 2.168 0.171
O -3.8187 -6.8382 2.7670 0.234 0.022 0.148 -0.464
H 1.9408 -5.1103 3.8416 0.042 -0.065 -0.071 0.320
H 4.9303 -6.4281 1.7404 0.082 0.058 -0.005 0.340
H 0.2604 7.0638 1.0752 -0.063 0.084 -0.027 0.315
C 3.9729 0.3538 3.6850 -0.605 0.256 0.080 -0.587
C 1.4700 10.8794 7.6227 0.571 0.195 0.274 -0.571
H 1.1777 11.1577 4.8210 -0.067 0.079 -0.026 0.277
C 3.8202 -4.8643 2.7473 0.087 0.656 -0.025 0.074
H -0.6163 11.2226 7.2763 0.081 0.073 -0.075 0.273
C -2.4239 1.6209 -5.6362 0.728 2.241 -0.469 0.040
C -1.7969 -5.8718 3.5302 0.121 0.639 0.207 -0.244
H 4.8063 0.0620 1.7071 -0.023 0.092 -0.033 0.242
H -3.8207 -6.5930 -2.8178 -0.062 0.039 0.087 0.289
O 4.6357 -1.7094 2.7310 -0.003 0.373 0.172 -0.384
H 1.6917 -3.9721 -3.1534 -0.964 2.031 1.292 0.311
H 5.0768 0.6336 -5.9524 -1.871 1.805 -0.682 0.354
C -0.4438 6.5800 1.7603 0.092 -0.001 -0.407 -0.411
H -1.6896 1.0176 -0.2703 0.018 1.810 1.569 -0.123
H 0.4208 6.9194 4.9536 0.066 0.030 -0.208 0.243
H -4.5639 3.0102 -4.2944 -1.449 -1.073 2.111 0.162
H 6.0818 -2.1312 4.1599 -0.116 -0.023 -0.101 0.326
H 3.1439 -0.5438 1.8790 0.082 -0.088 0.034 0.001
H -2.2596 -1.5357 -5.8141 -0.123 -0.436 -1.003 0.192
H -1.0421 -3.4939 -2.8029 1.546 0.106 1.662 0.217
C 2.8874 0.8179 -5.2761 0.335 0.518 -3.235 -0.059
H -1.5926 -8.0065 -1.8728 0.001 -0.093 0.048 0.366
H -0.1549 4.7474 4.0633 0.062 -0.010 0.074 0.315
C -0.1217 -0.8841 -3.5731 -0.077 -1.521 2.388 0.263
H 3.8883 0.9084 -7.3905 0.432 1.035 2.329 0.352
H -1.5336 7.1287 3.5305 0.071 0.074 -0.076 0.265
H 4.3911 -2.2544 4.6952 0.062 -0.010 0.090 0.272
C 0.4735 10.6738 5.5061 0.104 -0.075 -0.423 -0.424
H 2.9567 -6.5606 3.7314 -0.111 0.075 -0.023 0.333
H -1.3255 -7.9617 3.5272 -0.044 0.038 0.097 0.194
H -0.4847 10.5518 4.9929 0.104 -0.092 0.010 0.251
H -0.0853 -4.6270 -1.5877 -0.508 2.486 -0.850 0.348
C -3.6220 -7.8923 -1.1259 -0.283 -0.486 0.443 -0.490
H 4.3422 2.4395 -6.2296 -0.426 -2.439 -0.192 0.299
C -1.9191 -7.2540 4.1178 0.369 -0.519 0.092 -0.536
C 2.6240 -5.6649 3.1934 -0.127 -0.436 0.509 -0.613
O 1.0071 9.3863 5.8448 -0.033 0.241 0.153 -0.283
N -2.4095 1.4348 -4.1517 1.327 -0.421 -0.762 0.904
Br -4.1717 1.1235 -6.5443 1.442 0.531 1.192 0.038
N 0.6147 0.7518 1.0136 -0.358 1.272 -0.071 -0.290
C 0.5526 6.7855 3.8770 0.581 0.091 0.306 -0.376
O -1.8969 -6.3152 -0.7494 -0.256 0.023 -0.206 -0.282
H 2.1901 -1.0991 -3.2633 -2.266 -1.225 -0.677 -0.111
C -1.7047 1.8872 0.5469 -0.008 -0.180 0.150 -0.173
H -2.1233 -5.1260 4.2648 0.076 -0.041 -0.074 0.286
H -0.4433 -0.7593 -2.4300 0.677 -0.258 -2.363 -0.167
P -1.6334 -0.4934 -7.6210 -0.807 -2.075 1.882 0.292
H 0.4339 -0.5334 -5.9671 -0.747 2.246 0.983 0.639
H 1.7668 1.4149 -7.1586 -0.868 0.280 2.691 0.277
H 2.9008 -0.3629 -5.3146 -0.256 2.542 0.667 0.247
H -0.1477 2.5679 2.0670 -0.657 -2.303 -0.624 -0.008
C -0.2124 -3.5062 -1.9778 1.296 -0.719 0.661 -0.914
H 0.8505 3.0997 -2.1798 -0.385 -1.775 0.742 0.370
H 1.3097 -5.2848 1.5150 -0.124 -0.004 0.053 0.103
C -1.1682 0.9990 -6.4691 1.095 1.299 -1.473 0.138
C 1.2583 -3.0486 -2.5361 0.555 -0.734 -0.393 0.268
C -5.1410 2.5932 -3.3354 0.585 0.104 0.103 -0.637
H -1.0135 0.8601 2.4903 1.085 1.589 -1.655 0.251
H -5.3424 -0.7708 -2.4219 -0.405 0.587 0.075 0.262
H -0.4256 3.8323 0.0218 -2.237 -0.809 -0.238 0.226
H 2.4174 11.3485 7.3317 -0.087 -0.063 0.087 0.264
N 0.0168 0.5162 -4.1240 -2.037 1.198 0.588 1.442
H 3.5087 -3.8454 2.4885 0.167 -0.126 0.071 -0.104
Br 3.3109 1.6103 -3.4909 -0.384 -0.746 -0.964 -0.148
H -5.0872 -6.3376 -1.6025 0.136 -0.004 0.002 0.359
O -0.7348 2.0657 -7.4338 -0.263 -2.505 -0.307 -0.508
H 1.3382 11.0133 8.6994 0.033 -0.044 -0.135 0.323
H -3.5313 -5.2549 -0.1018 -0.080 0.049 -0.111 0.122
C 5.0986 -0.2163 4.5089 0.571 0.210 0.281 -0.588
H -3.5994 -8.6121 3.8230 -0.070 0.136 -0.057 0.301
C 2.3744 -2.7406 -1.3591 0.528 0.125 -0.673 -0.950
C 4.1353 1.2842 -6.2887 0.144 -1.384 0.473 -1.099
H -0.4434 -2.8574 -1.0313 -0.017 -1.107 -1.867 0.148
H -1.7265 -8.2872 -0.1225 0.044 0.143 -0.034 0.237
H 4.9668 -0.0824 5.5855 0.035 -0.046 -0.128 0.329
C -1.8251 3.1365 -1.7826 -1.904 -0.039 1.562 -0.316
C -3.3208 0.3756 -3.6133 -0.810 -0.947 2.798 -0.733
H -2.3078 -6.3247 1.4753 0.059 0.184 0.110 -0.256
C 1.9967 -6.0588 1.8741 -0.224 -0.017 -0.344 -0.232
O 0.0898 5.2925 2.0991 -0.051 0.082 -0.039 -0.248
H -6.3054 2.7884 -3.4179 2.550 -0.796 0.094 0.335
C 4.2496 -5.6047 1.4996 0.286 -0.266 -0.200 -0.653
```
Forces are in eV/Å.

Its multiplicity is 1. As for the charge: +1.

***

2.
Formula: C18H36Br18
Source: the OMol25 dataset
Level of theory: ωB97M-V with the def2-TZVPD basis set

Geometry as XYZ:
```
72
Properties=species:S:1:pos:R:3:forces:R:3:mulliken_charge:R:1
H 18.9862 25.3603 7.0464 0.163 -0.028 -0.041 0.282
H 17.5306 25.1368 12.9686 -0.027 0.210 0.044 0.452
C 16.6556 25.0529 11.0048 0.145 1.252 0.447 0.380
Br 20.6614 25.0291 5.2374 -0.237 0.535 0.485 -0.134
H 12.7606 24.4618 6.9848 0.790 0.404 0.135 0.472
Br 14.8171 24.8037 11.7670 1.062 -0.210 -0.855 -0.131
H 20.5806 25.8090 7.6810 0.095 -0.453 -0.338 0.163
H 15.1304 24.7658 7.8788 0.030 -0.137 0.200 0.325
H 16.6222 25.6351 10.0840 -0.590 0.424 0.235 0.275
C 17.5150 25.7709 12.0822 -0.453 -0.890 -0.153 -0.645
Br 22.9927 22.3696 7.3506 1.126 0.828 -0.997 0.042
C 20.6584 18.9987 4.8937 -1.559 -2.086 -0.624 -0.451
H 23.3926 21.5941 12.6751 0.090 0.765 -0.483 0.410
H 23.1736 25.0892 6.1504 0.143 -0.178 -0.485 0.137
H 20.5004 19.0815 3.8184 0.275 -0.263 0.007 0.494
C 15.7990 20.4330 5.0711 0.395 -0.172 0.645 -0.227
H 15.7871 21.2660 5.7740 0.377 -0.098 -0.112 -0.211
H 19.4865 20.1965 8.8881 -0.798 0.184 -0.230 0.395
Br 12.7844 22.2084 6.1631 0.206 -0.209 -0.057 -0.152
Br 16.8184 27.5143 12.6823 0.326 -0.596 -0.444 -0.152
H 20.6440 27.8199 6.6485 -0.450 0.622 -0.005 0.392
Br 24.9130 22.1245 10.1426 -0.055 -0.519 0.002 -0.163
H 20.7829 21.2549 8.5949 -0.002 0.283 0.011 -0.594
H 16.0347 20.5638 11.0456 0.659 -0.137 0.539 0.623
C 15.5875 18.7860 9.9008 1.036 0.787 0.664 -0.673
H 18.2008 22.1982 9.9214 0.149 0.479 0.066 -0.234
H 25.1317 23.7953 7.4895 -0.552 0.246 0.284 0.314
H 19.6833 21.7312 10.7715 0.112 0.269 -0.021 0.076
H 19.1679 27.4814 5.6569 -0.065 0.479 0.284 0.410
H 16.8898 19.7623 3.2735 -0.337 0.294 -0.100 0.424
C 14.9081 23.8186 7.3875 0.229 0.231 -0.133 -0.607
H 14.9115 19.2759 9.2000 -0.520 -0.398 0.357 0.402
C 22.8111 21.5274 11.7556 -0.521 -0.205 0.435 -0.635
H 19.7065 19.2865 5.3400 -0.265 -0.898 0.382 0.043
C 19.2884 22.1685 9.8545 -0.212 -0.660 -1.061 0.267
H 25.2764 22.8655 6.0771 -0.575 -0.472 -0.096 0.478
Br 16.2950 18.8713 6.2968 -0.552 0.868 -1.073 -0.211
H 21.7637 19.8325 6.4522 0.302 0.399 -0.194 0.278
C 19.6988 21.2503 8.7078 0.959 0.335 -0.697 0.166
Br 16.0921 22.2410 3.1009 0.713 -0.552 -0.115 -0.186
H 22.7948 20.5764 9.8810 0.639 0.029 -0.345 0.289
Br 19.1425 21.8336 6.8179 -0.052 -0.352 1.689 -0.011
C 16.8214 20.5979 3.9700 -0.265 0.432 0.602 -0.193
Br 15.7485 22.3886 8.4870 -0.596 0.668 -0.460 0.043
H 18.5481 25.8986 11.7591 -0.202 0.211 -0.208 0.338
H 21.0110 20.8261 5.1204 1.500 1.096 0.069 0.298
C 13.4030 23.6465 7.3176 -0.180 -0.811 0.478 -0.603
H 16.2455 18.1001 9.3672 -0.753 -0.614 0.137 0.424
Br 24.0499 24.1851 3.7698 -0.423 0.200 1.809 -0.155
H 22.4378 22.4314 11.2745 -0.406 0.253 1.026 0.377
C 19.9027 25.9106 6.8335 -0.374 -1.348 0.814 -0.275
Br 18.4650 28.1461 8.0620 1.003 -0.731 -1.016 -0.205
H 24.9458 25.2746 5.8074 -0.335 0.461 -0.079 0.415
C 23.5098 20.8228 10.6659 1.223 -0.168 0.343 -0.494
C 16.5657 19.8610 10.4035 -0.927 -0.464 -1.064 0.401
H 15.4802 23.7939 6.4600 -0.411 -0.084 -0.110 0.365
H 13.1055 23.3425 8.3212 -0.297 0.175 -0.106 0.299
Br 18.1390 18.9588 11.0554 0.091 0.314 0.632 -0.147
C 19.6654 27.3409 6.6164 -0.330 1.049 -0.417 -0.648
H 17.8128 20.7985 4.3761 -0.118 0.259 -0.193 0.018
H 14.8031 20.4484 4.6283 -0.081 -1.062 0.399 0.512
Br 23.2666 19.5308 4.4145 0.160 1.172 0.315 -0.131
H 17.1028 24.1331 10.6278 -0.228 -0.382 0.850 -0.488
H 16.9084 20.3906 9.5145 0.109 -0.039 0.053 -0.967
Br 20.0296 23.9579 9.5687 -0.355 -0.525 0.526 -0.082
H 24.0675 19.9817 11.0777 -0.202 -0.184 -0.583 0.414
C 24.5583 23.4831 6.6167 -0.245 -1.837 0.929 -0.682
C 21.6197 19.9597 5.3792 0.498 -0.615 -0.102 -0.367
Br 21.3738 20.3495 12.3680 -0.367 0.074 -0.071 -0.158
C 24.0871 24.6032 5.8078 0.845 0.795 -1.601 -0.538
Br 14.7140 17.9706 11.4966 0.277 0.268 -1.223 -0.174
Br 21.1799 17.0785 5.2403 -0.811 1.026 -0.004 -0.169
```
Forces are in eV/Å.

As for the SMILES: BrCCBr.BrCCBr.BrCCBr.BrCCBr.BrCCBr.BrCCBr.BrCCBr.BrCCBr.BrCCBr. For the relative energy (zero: lowest compared OMol25 entry of this formula, charge and spin), the calculation gives 70.1 kcal per mole. Its multiplicity is 1. As for the charge: 0.

***

The calculation returns the following HOMO values, one per record and in order: -0.387, -0.355 hartree.
The calculation returns the following electronic energy values, one per record and in order: -223391.4358, -1280013.6628 eV.